(1)
Computed, not measured: a 2-piece molecular cluster, C2H5BO3 overall at a distorted geometry, with the ωB97M-V functional and the def2-TZVPD basis.

Spin multiplicity: 3
Expectation value of S²: 2.00
LUMO (spin up / spin down) in eV: 0.261 / -2.125
HOMO-LUMO gap (spin up / spin down) in eV: 4.86 / 8.41
Highest occupied orbital energy (spin up / spin down) in eV: -4.604 / -10.534
Charge: 0

Element x y z (Å)
O (-0.423195, 2.329446, 0.639700)
O (1.900831, -1.475756, 0.738493)
O (-0.405685, 1.138883, -1.184069)
C (-0.739048, -1.378509, 0.270767)
C (-0.172054, 2.277426, -0.544782)
B (0.640678, -1.437774, 0.481363)
H (2.396174, -2.206900, 1.078877)
H (-1.270081, -1.890106, -0.628227)
H (-1.432303, -0.725330, 0.897126)
H (0.242411, 3.031258, -1.087950)
H (-0.737727, 0.337363, -0.661298)

Forces on the atoms, in the same order (eV/Å):
0.380 1.083 -0.400
2.622 1.026 1.194
0.080 -1.069 -1.859
-4.329 0.387 -1.147
-2.091 -3.850 4.304
1.021 -1.056 -0.316
0.269 -0.622 -0.301
0.266 0.544 1.466
0.148 -0.545 -0.748
1.130 2.077 -2.009
0.505 2.024 -0.184

***

(2)
Computed, not measured: an isolated ion of composition C2H5Br2N2 and charge +1 at a distorted geometry, with the ωB97M-V functional and the def2-TZVPD basis.

LUMO in eV: -4.580
HOMO-LUMO gap in eV: 9.73
Structure (SMILES): N/C=[NH+]/C(Br)Br
Highest occupied orbital energy in eV: -14.309
Charge: +1

Element x y z (Å)
Br (0.768768, 2.716833, -0.436574)
Br (1.736983, 1.204972, 2.333175)
N (-0.661122, -1.629939, -1.171389)
N (0.427266, 0.034454, 0.161728)
C (-0.598202, -0.593722, -0.282761)
C (0.388144, 1.242183, 0.882129)
H (-1.560619, -0.072636, -0.129804)
H (-1.587481, -1.957883, -1.465792)
H (-0.417689, 1.506551, 1.508303)
H (0.084705, -2.319114, -1.315638)
H (1.419248, -0.131699, -0.083377)

Forces on the atoms, in the same order (eV/Å):
-0.336 -0.872 0.980
-0.169 -0.108 -0.780
0.194 0.696 1.673
2.040 -0.442 0.258
-2.138 -1.116 -2.895
2.102 2.233 0.479
0.447 -0.580 0.278
0.561 0.371 0.367
-1.659 -0.163 -0.308
-0.179 0.725 0.092
-0.864 -0.744 -0.142

***

Ordered M results: 87.9; 216.9; unit g mol⁻¹.
Ordered energy above the lowest of the compared OMol25 structures with the same formula, charge and spin results: 2.212; 0.000; unit eV.